#1
9
Properties=species:S:1:pos:R:3:mulliken_charge:R:1 method="wB97M-V/def2-TZVPD" total_charge=-2 homo_ev="0.75 / 0.75" molar_mass_g_mol=124.01 lumo_energy_ha="0.2685 / 0.2685" gap_ev="6.556 / 6.555"
O -0.353 0.807 3.271 -0.40
C -0.838 0.717 1.859 -0.13
P -0.800 2.295 2.641 0.71
F -2.158 0.151 1.831 -0.27
O -1.952 2.874 3.496 -0.81
H 1.552 0.182 1.088 0.03
O 0.267 3.262 2.192 -0.75
H 0.892 1.039 -0.217 0.03
C 0.880 0.006 0.268 -0.42

=====

#2
9
Properties=species:S:1:pos:R:3:mulliken_charge:R:1 method="wB97M-V/def2-TZVPD" total_charge=-2 homo_ev=0.58 molar_mass_g_mol=124.01 lumo_energy_ha=0.2687 gap_ev=6.734
H -1.564 -0.964 0.105 0.25
O 1.420 -0.909 1.300 -0.76
P 1.412 -0.437 -0.148 0.77
O 1.027 -1.566 -1.050 -0.75
O 2.508 0.484 -0.655 -0.80
H -2.419 0.616 0.561 0.28
C -1.708 0.073 0.056 -0.93
F -0.436 2.031 -0.010 -0.28
C -0.240 0.673 -0.161 0.23

=====

How far above the most stable structure does each one sit? In hartree: #1 0.1146; #2 0.0000.

=====

#1
45
Properties=species:S:1:pos:R:3:mulliken_charge:R:1 method="wB97M-V/def2-TZVPD" total_charge=0 homo_ev=-7.25 molar_mass_g_mol=356.45 lumo_energy_ha=0.0230 gap_ev=7.872
N -0.919 1.649 -0.244 -0.29
C -3.158 1.155 -1.936 -0.70
C -0.076 -1.571 -0.420 0.55
C 1.646 -1.565 -2.052 -1.00
N -3.222 1.808 -0.645 -0.16
O 0.622 -2.101 1.759 -0.41
C -0.581 1.795 2.023 -0.27
H 3.549 1.774 -2.100 0.28
H 1.463 -0.529 -2.353 0.35
H 5.574 1.080 -1.341 0.28
S -2.300 1.950 1.912 -0.28
H 4.298 0.340 1.845 0.41
C -0.024 1.636 0.790 -0.58
C 3.604 0.737 1.122 -0.89
H -4.384 -0.573 -1.492 0.35
C -1.054 -1.179 -1.313 0.05
C 3.190 1.540 -1.106 -0.45
H -3.705 -1.035 0.774 0.34
C -2.130 1.771 0.157 0.29
H 1.927 0.686 2.427 0.29
H -0.103 1.860 2.978 0.53
H -0.323 -3.004 3.373 0.37
C 1.861 1.732 -0.784 -0.45
H -2.007 -1.726 2.371 0.40
H -3.919 1.603 -2.580 0.39
H -0.029 -1.251 3.536 0.36
H -4.106 1.727 -0.162 0.29
H -2.168 1.365 -2.341 0.34
H 1.335 -2.397 3.600 0.25
H 2.718 -1.758 -2.057 0.23
C -2.366 -0.962 -0.894 0.08
H 1.152 -2.245 -2.756 0.38
O 5.388 0.830 -0.428 -0.58
C 0.371 -2.190 3.138 -0.99
C 2.279 0.938 1.439 -0.45
C -2.691 -1.184 0.429 -0.85
C 4.071 1.039 -0.154 1.03
C -3.369 -0.370 -1.844 -1.21
H 1.170 2.117 -1.518 0.47
H -0.809 -1.006 -2.348 0.46
C 1.388 1.440 0.492 0.46
H -3.258 -0.793 -2.843 0.38
C -0.412 -1.756 0.940 1.04
O 1.229 -1.797 -0.732 -0.40
C -1.722 -1.580 1.341 -0.72

=====

#2
45
Properties=species:S:1:pos:R:3:mulliken_charge:R:1 method="wB97M-V/def2-TZVPD" total_charge=0 homo_ev=-8.21 molar_mass_g_mol=356.45 lumo_energy_ha=0.0136 gap_ev=8.582
H -2.895 -2.156 -1.695 0.53
H -4.380 2.240 1.856 0.45
H 3.048 1.262 -3.607 0.45
H -4.837 -0.682 -1.999 0.31
C -2.196 0.177 0.643 -0.51
H -3.386 3.138 0.714 0.37
H -5.109 2.609 -0.961 0.32
N 2.408 -0.014 0.101 0.18
O 0.406 0.931 -0.388 -0.69
C 3.624 1.392 -1.540 -0.50
C -3.007 -1.274 -1.082 -1.06
C 3.049 1.273 -0.122 -0.45
C -3.425 2.240 1.331 -1.92
H -2.625 2.291 2.065 0.38
C 2.064 2.414 0.190 0.49
C -3.286 1.015 0.480 1.11
C -4.249 0.708 -0.487 1.31
C -5.432 1.602 -0.697 -1.48
O 1.865 3.358 -0.521 -0.62
H -6.066 1.222 -1.494 0.38
H 1.076 4.288 1.724 0.31
C 3.153 -1.107 0.380 0.13
C 0.480 -1.395 0.137 -0.20
C -2.038 -0.964 -0.136 0.51
C 2.607 1.080 -2.630 -1.14
H 4.481 0.719 -1.629 0.41
H 0.467 3.084 2.905 0.26
H 4.218 -0.956 0.496 0.37
H -1.852 -3.780 0.214 0.57
H -6.026 1.674 0.214 0.31
H -1.456 0.410 1.394 0.43
C -0.961 -3.185 0.217 -0.56
C 0.682 3.279 1.857 -0.65
N 2.700 -2.303 0.511 -0.61
S 0.560 -3.963 0.486 -0.27
C -4.094 -0.440 -1.252 -1.01
C 1.016 -0.075 -0.077 0.68
C 1.365 -2.442 0.377 0.06
H 3.974 2.418 -1.659 0.37
H 2.291 0.039 -2.588 0.25
H 3.861 1.367 0.611 0.49
H 1.733 1.714 -2.517 0.27
H -0.215 3.162 1.245 0.22
O 1.650 2.315 1.463 -0.31
C -0.877 -1.836 0.058 0.07

=====

How far above the most stable structure does each one sit? In hartree: #1 0.0608; #2 0.0000.